(1)
5
Properties=species:S:1:pos:R:3:forces:R:3:mulliken_charge:R:1 method="wB97M-V/def2-TZVPD" de_lowest_kcal_mol=30.0 orbital_gap_ev="7.969 / 7.971" homo_ev="-9.0 / -9.0" total_charge=0
C -0.3631 -1.2455 0.7667 2.8 -0.8 3.1 -0.287
N 0.5767 1.6116 -0.6560 -0.6 1.2 1.0 0.078
N 0.1839 2.3559 0.0519 0.6 -1.1 -1.0 -0.074
Br 0.8219 -1.7398 -0.4756 0.5 -0.3 -0.8 0.072
H -1.2194 -0.9822 0.3131 -3.3 1.0 -2.2 0.212

(2)
8
Properties=species:S:1:pos:R:3:forces:R:3:mulliken_charge:R:1 method="wB97M-V/def2-TZVPD" smiles="N/C=[NH+]/Br" de_lowest_kcal_mol=46.5 orbital_gap_ev=10.031 homo_ev=-15.3 total_charge=+1
N 1.2088 -0.1105 -0.0393 -1.9 1.1 0.5 -0.337
C -0.0902 -0.3979 -0.1041 2.8 1.5 -0.5 0.309
N -1.0275 0.4678 -0.0349 0.7 4.2 1.6 -0.373
Br -2.8594 0.0836 0.0724 0.9 0.3 -0.1 0.189
H 1.8272 -0.8371 -0.1086 1.6 -2.4 -0.5 0.233
H 1.6431 0.6249 0.4450 0.0 1.7 0.6 0.237
H -0.1235 -1.3491 -0.4593 -1.7 -2.9 -0.6 0.371
H -0.5785 1.5183 0.2288 -2.4 -3.4 -0.8 0.372

(3)
18
Properties=species:S:1:pos:R:3:forces:R:3:mulliken_charge:R:1 method="wB97M-V/def2-TZVPD" de_lowest_kcal_mol=73.9 orbital_gap_ev=7.727 homo_ev=-7.1 total_charge=0
N 1.8470 0.9907 -1.0650 0.3 -0.6 0.1 -0.647
C 1.5387 1.1783 0.4058 0.0 -0.8 1.2 -0.429
O 1.0838 0.0253 1.0357 0.6 1.0 -1.4 -0.796
H 2.3459 1.8333 -1.3929 -0.1 -0.8 0.1 0.240
H 2.4588 0.1300 -1.1581 -0.7 1.6 0.2 0.196
H 2.4767 1.4984 0.9002 -0.3 0.4 0.0 0.319
H 0.7591 1.9929 0.4917 0.7 -0.2 -0.3 0.227
C -1.2055 -1.6462 1.4384 0.3 -1.0 -1.4 -0.632
N -1.6170 -1.0182 0.1509 -0.8 -0.5 0.1 -0.214
C -0.7278 -0.4545 -0.6532 -1.2 0.5 1.1 0.166
N -1.0639 0.4292 -1.5802 -0.7 0.3 0.0 -0.466
H -1.6742 -2.6736 1.4449 0.5 1.1 0.4 0.304
H -1.5509 -1.0143 2.2867 0.6 -0.5 -0.6 0.239
H -0.0953 -1.7331 1.3074 -1.0 0.2 1.0 0.263
H -2.6427 -1.0343 -0.0070 1.2 0.6 -0.2 0.247
H 0.3438 -0.4604 -0.3096 -0.2 -0.6 0.3 0.425
H -1.9721 0.8890 -1.5552 0.2 -0.5 0.0 0.231
H -0.3044 1.0675 -1.7406 0.8 0.0 -0.6 0.327

(4)
17
Properties=species:S:1:pos:R:3:forces:R:3:mulliken_charge:R:1 method="wB97M-V/def2-TZVPD" de_lowest_kcal_mol=97.3 orbital_gap_ev=9.411 homo_ev=-9.0 total_charge=0
H -0.8449 2.0501 -0.1309 -2.0 2.4 -1.3 0.270
N -0.2960 1.4691 0.3966 1.7 -1.7 1.2 -0.595
C -0.6353 0.2859 0.0999 3.3 1.3 2.6 0.406
C -1.6927 -0.1710 -0.6990 -1.3 -1.0 -1.5 -1.045
C 0.3459 -0.7935 0.5587 -0.3 -0.1 2.0 0.069
C 1.1439 -1.2283 -0.5036 1.2 -1.0 -2.8 -0.694
C 1.6529 -1.5490 -1.5544 -0.5 0.1 0.1 1.302
O 2.1024 -1.7895 -2.7771 -0.1 0.7 0.7 -0.532
N 0.5934 -1.3029 1.7027 0.0 0.5 0.1 -0.601
C 0.0167 -0.7834 2.9408 -2.0 -0.5 -1.7 -0.770
H -2.2420 -0.8056 0.0021 -0.7 -0.1 -0.6 0.264
H -2.2651 0.6344 -1.1867 0.0 -0.6 0.2 0.399
H -1.1422 -0.8102 -1.4021 -0.9 -0.2 -0.4 0.317
H 2.2835 -2.7164 -2.9306 0.1 -0.4 0.2 0.346
H -0.7850 -0.0111 2.7177 0.1 -1.3 0.5 0.282
H -0.2393 -1.6716 3.5854 0.0 1.3 -0.5 0.280
H 0.7441 -0.1589 3.3584 1.5 0.5 1.1 0.303